1.
DFT (ωB97M-V/def2-TZVPD) results for a structure of composition C4H7AlN.

Properties
**Multiplicity**: 1
**Charge**: +3
**Relative energy (zero: lowest compared OMol25 entry of this formula, charge and spin)**: 7.9 kcal per mole

Atoms and positions in Å:
Al1 0.613 4.091 0.128
C1 0.715 -1.161 0.905
C2 0.199 -0.929 -0.496
C3 -0.957 0.104 -0.537
C4 -0.547 1.488 -0.306
N1 -0.226 2.557 -0.156
H1 1.409 -2.002 0.896
H2 -0.160 -1.290 1.541
H3 1.269 -0.305 1.292
H4 -0.068 -1.907 -0.898
H5 1.012 -0.668 -1.173
H6 -1.675 -0.206 0.223
H7 -1.584 0.228 -1.419

2.
DFT (ωB97M-V/def2-TZVPD) results for an isolated molecule of C8H16.

Properties
**Multiplicity**: 1
**SMILES**: C/C=C(/CC)C(C)C
**Charge**: 0
**Relative energy (zero: lowest compared OMol25 entry of this formula, charge and spin)**: 0.8 kcal per mole

Atoms and positions in Å:
C1 -1.905 1.717 0.356
C2 -0.463 1.587 -0.039
C3 0.287 0.507 -0.283
C4 1.723 0.599 -0.719
C5 2.675 0.104 0.392
C6 -0.204 -0.954 -0.172
C7 -1.275 -1.288 -1.216
C8 -0.556 -1.411 1.247
H1 -2.481 2.180 -0.451
H2 -2.013 2.375 1.231
H3 -2.412 0.762 0.606
H4 0.039 2.553 -0.262
H5 1.965 1.642 -0.996
H6 1.883 0.016 -1.627
H7 3.719 0.225 0.083
H8 2.458 0.714 1.260
H9 2.516 -0.941 0.666
H10 0.673 -1.570 -0.420
H11 -1.550 -2.357 -1.146
H12 -2.183 -0.695 -1.109
H13 -0.859 -1.115 -2.231
H14 -0.744 -2.497 1.259
H15 -1.539 -0.963 1.584
H16 0.247 -1.191 1.986

3.
DFT (ωB97M-V/def2-TZVPD) results for an isolated molecule of C7H9BO4.

Properties
**Multiplicity**: 1
**SMILES**: C#C[C@@H](C(=C)OB(O)O)C(C)=O
**Charge**: 0
**Relative energy (zero: lowest compared OMol25 entry of this formula, charge and spin)**: 33.5 kcal per mole

Atoms and positions in Å:
C1 2.037 -0.961 1.450
C2 1.461 -0.808 0.398
C3 0.671 -0.668 -0.771
C4 -0.834 -0.770 -0.531
C5 -1.533 -1.821 -0.896
O1 -1.356 0.241 0.097
B1 -1.442 0.539 1.360
O2 -0.626 0.031 2.321
O3 -2.426 1.399 1.676
C6 0.900 0.494 -1.658
C7 0.976 1.805 -0.986
O4 0.896 0.352 -2.874
H1 2.656 -1.370 2.188
H2 0.976 -1.634 -1.464
H3 -2.577 -1.892 -0.975
H4 -0.848 -2.637 -1.356
H5 0.206 -0.306 1.897
H6 -2.224 1.611 2.621
H7 0.069 2.191 -0.728
H8 1.435 2.395 -1.656
H9 1.584 1.809 -0.114